DFT (the ωB97M-V functional and the def2-TZVPD basis) results for a cluster of 5 separate species, C30H59BBrO15 in total at a distorted geometry.

## Properties
E_HOMO, Eh: -0.203
Electronic energy, Ha: -4905.87390
E_LUMO, eV: 1.821
Largest force on an atom, hartree/bohr: 0.039
Net charge: -1

Last columns: bonded neighbours and bond lengths (Å).
Atoms and positions in Å:
1 C 2.36 3.47 -1.52  C2 1.199, H24 1.061
2 C 2.81 2.61 -2.24  C1 1.199, C3 1.484
3 C 3.45 1.53 -3.02  C2 1.484, C4 1.552, H25 1.092, H26 1.092
4 C 4.04 0.50 -2.02  C3 1.552, O5 1.398, C16 1.577, H27 1.103
5 O 5.43 0.40 -2.19  C4 1.398, B6 1.449
6 B 5.76 -0.73 -1.35  O5 1.449, C7 1.678, C11 1.670, O15 1.485
7 C 7.05 -1.61 -1.95  B6 1.678, C8 1.510, H28 1.093, H29 1.106
8 C 7.07 -3.03 -1.44  C7 1.510, O9 1.194, O10 1.389
9 O 6.54 -3.95 -1.99  C8 1.194
10 O 7.71 -3.31 -0.24  C8 1.389, H30 0.965
11 C 6.10 -0.48 0.27  B6 1.670, C12 1.508, H31 1.097, H32 1.093
12 C 6.22 0.96 0.70  C11 1.508, O13 1.168, Br14 2.036
13 O 5.58 1.88 0.36  C12 1.168
14 Br 7.67 1.33 2.09  C12 2.036
15 O 4.63 -1.66 -1.53  B6 1.485, C16 1.424
16 C 3.50 -0.98 -2.07  C4 1.577, O15 1.424, C17 1.540, H33 1.104
17 C 2.36 -1.36 -1.10  C16 1.540, C18 1.547, H34 1.093, H35 1.096
18 C 0.99 -1.59 -1.77  C17 1.547, O19 1.449, H36 1.092, H37 1.094
19 O 0.13 -0.48 -1.40  C18 1.449, C20 1.345
20 C -1.18 -0.73 -1.57  O19 1.345, O21 1.199, C22 1.523
21 O -1.59 -1.49 -2.41  C20 1.199
22 C -2.08 0.07 -0.64  C20 1.523, C23 1.543, H38 1.097, H39 1.093
23 C -3.57 -0.02 -1.02  C22 1.543, H40 1.115, H41 1.093, H42 1.089
24 H 1.94 4.00 -0.71  C1 1.061
25 H 4.28 1.98 -3.56  C3 1.092
26 H 2.71 1.08 -3.69  C3 1.092
27 H 3.73 0.82 -1.01  C4 1.103
28 H 6.99 -1.69 -3.04  C7 1.093
29 H 8.01 -1.13 -1.69  C7 1.106
30 H 8.37 -2.61 -0.13  O10 0.965
31 H 5.39 -0.99 0.94  C11 1.097
32 H 7.08 -0.93 0.47  C11 1.093
33 H 3.24 -1.27 -3.10  C16 1.104
34 H 2.63 -2.31 -0.64  C17 1.093
35 H 2.26 -0.64 -0.28  C17 1.096
36 H 0.58 -2.55 -1.46  C18 1.092
37 H 1.08 -1.58 -2.86  C18 1.094
38 H -1.76 1.11 -0.76  C22 1.097
39 H -1.86 -0.20 0.39  C22 1.093
40 H -4.15 -0.15 -0.08  C23 1.115
41 H -3.86 0.95 -1.44  C23 1.093
42 H -3.80 -0.81 -1.74  C23 1.089
43 C 11.23 -4.12 -5.80  O44 1.415, H49 1.089, H50 1.093, H51 1.096
44 O 10.02 -4.30 -6.50  C43 1.415, C45 1.420
45 C 9.79 -5.66 -6.85  O44 1.420, C46 1.515, H52 1.094, H53 1.096
46 C 8.75 -6.30 -5.95  C45 1.515, O47 1.417, H54 1.096, H55 1.094
47 O 9.25 -6.47 -4.64  C46 1.417, C48 1.427
48 C 8.73 -5.51 -3.72  O47 1.427, H56 1.091, H57 1.092, H58 1.089
49 H 11.26 -3.09 -5.45  C43 1.089
50 H 11.30 -4.78 -4.93  C43 1.093
51 H 12.09 -4.29 -6.46  C43 1.096
52 H 10.72 -6.23 -6.84  C45 1.094
53 H 9.41 -5.66 -7.88  C45 1.096
54 H 8.52 -7.30 -6.34  C46 1.096
55 H 7.83 -5.72 -5.95  C46 1.094
56 H 7.66 -5.69 -3.54  C48 1.091
57 H 8.87 -4.49 -4.09  C48 1.092
58 H 9.26 -5.62 -2.78  C48 1.089
59 C -7.85 -0.15 4.61  O60 1.416, H65 1.089, H66 1.094, H67 1.095
60 O -7.45 -1.39 4.06  C59 1.416, C61 1.422
61 C -7.47 -1.38 2.64  O60 1.422, C62 1.514, H68 1.094, H69 1.095
62 C -6.08 -1.27 2.06  C61 1.514, O63 1.424, H70 1.095, H71 1.093
63 O -5.52 0.02 2.30  C62 1.424, C64 1.419
64 C -4.56 0.00 3.35  O63 1.419, H72 1.095, H73 1.093, H74 1.090
65 H -7.67 -0.19 5.69  C59 1.089
66 H -7.28 0.69 4.20  C59 1.094
67 H -8.92 0.02 4.44  C59 1.095
68 H -8.11 -0.58 2.26  C61 1.094
69 H -7.91 -2.34 2.32  C61 1.095
70 H -6.13 -1.40 0.97  C62 1.095
71 H -5.43 -2.06 2.46  C62 1.093
72 H -3.66 -0.54 3.02  C64 1.095
73 H -4.96 -0.46 4.25  C64 1.093
74 H -4.29 1.03 3.57  C64 1.090
75 C -8.43 1.65 -2.25  O76 1.416, H81 1.089, H82 1.093, H83 1.096
76 O -7.76 2.90 -2.32  C75 1.416, C77 1.420
77 C -8.46 3.94 -1.66  O76 1.420, C78 1.514, H84 1.094, H85 1.095
78 C -7.82 4.28 -0.33  C77 1.514, O79 1.420, H86 1.095, H87 1.094
79 O -8.00 3.23 0.61  C78 1.420, C80 1.422
80 C -6.83 2.45 0.80  O79 1.422, H88 1.095, H89 1.093, H90 1.086
81 H -7.77 0.89 -2.65  C75 1.089
82 H -8.68 1.39 -1.21  C75 1.093
83 H -9.35 1.68 -2.85  C75 1.096
84 H -9.52 3.69 -1.53  C77 1.094
85 H -8.41 4.83 -2.31  C77 1.095
86 H -8.31 5.16 0.09  C78 1.095
87 H -6.76 4.51 -0.46  C78 1.094
88 H -6.07 3.04 1.32  C80 1.095
89 H -6.43 2.09 -0.15  C80 1.093
90 H -7.08 1.59 1.41  C80 1.086
91 C -1.56 4.35 7.61  O92 1.418, H97 1.089, H98 1.093, H99 1.095
92 O -2.78 5.04 7.36  C91 1.418, C93 1.421
93 C -2.96 5.37 5.99  O92 1.421, C94 1.513, H100 1.094, H101 1.095
94 C -3.96 4.45 5.33  C93 1.513, O95 1.421, H102 1.095, H103 1.094
95 O -3.43 3.14 5.19  C94 1.421, C96 1.416
96 C -3.98 2.23 6.13  O95 1.416, H104 1.096, H105 1.093, H106 1.090
97 H -1.57 4.02 8.64  C91 1.089
98 H -1.45 3.48 6.95  C91 1.093
99 H -0.71 5.03 7.47  C91 1.095
100 H -2.00 5.36 5.46  C93 1.094
101 H -3.35 6.40 5.97  C93 1.095
102 H -4.15 4.82 4.31  C94 1.095
103 H -4.90 4.44 5.87  C94 1.094
104 H -5.03 2.04 5.91  C96 1.096
105 H -3.88 2.61 7.16  C96 1.093
106 H -3.43 1.29 6.06  C96 1.090

These are the Mulliken partial charges, in e, on atoms 1 to 99: atom 1 (C): -0.186, atom 2 (C): -0.489, atom 3 (C): -0.748, atom 4 (C): 0.420, atom 5 (O): -0.801, atom 6 (B): 0.871, atom 7 (C): -0.792, atom 8 (C): 0.526, atom 9 (O): -0.571, atom 10 (O): -0.526, atom 11 (C): -0.222, atom 12 (C): 0.268, atom 13 (O): -0.401, atom 14 (Br): -0.356, atom 15 (O): -0.665, atom 16 (C): 0.108, atom 17 (C): -0.922, atom 18 (C): -0.564, atom 19 (O): -0.244, atom 20 (C): 0.461, atom 21 (O): -0.592, atom 22 (C): -0.497, atom 23 (C): -0.517, atom 24 (H): 0.405, atom 25 (H): 0.319, atom 26 (H): 0.290, atom 27 (H): 0.116, atom 28 (H): 0.169, atom 29 (H): 0.447, atom 30 (H): 0.354, atom 31 (H): 0.329, atom 32 (H): 0.040, atom 33 (H): 0.434, atom 34 (H): 0.462, atom 35 (H): 0.257, atom 36 (H): 0.447, atom 37 (H): 0.245, atom 38 (H): 0.327, atom 39 (H): 0.318, atom 40 (H): -0.194, atom 41 (H): 0.257, atom 42 (H): 0.414, atom 43 (C): -0.724, atom 44 (O): -0.364, atom 45 (C): -0.488, atom 46 (C): -0.501, atom 47 (O): -0.409, atom 48 (C): -0.840, atom 49 (H): 0.251, atom 50 (H): 0.308, atom 51 (H): 0.325, atom 52 (H): 0.319, atom 53 (H): 0.363, atom 54 (H): 0.382, atom 55 (H): 0.317, atom 56 (H): 0.400, atom 57 (H): 0.329, atom 58 (H): 0.326, atom 59 (C): -0.553, atom 60 (O): -0.416, atom 61 (C): -0.602, atom 62 (C): -0.677, atom 63 (O): -0.016, atom 64 (C): -0.844, atom 65 (H): 0.264, atom 66 (H): 0.162, atom 67 (H): 0.333, atom 68 (H): 0.288, atom 69 (H): 0.402, atom 70 (H): 0.384, atom 71 (H): 0.501, atom 72 (H): 0.284, atom 73 (H): 0.393, atom 74 (H): 0.134, atom 75 (C): -0.719, atom 76 (O): -0.364, atom 77 (C): -0.506, atom 78 (C): -0.496, atom 79 (O): -0.395, atom 80 (C): -0.471, atom 81 (H): 0.255, atom 82 (H): 0.299, atom 83 (H): 0.330, atom 84 (H): 0.312, atom 85 (H): 0.376, atom 86 (H): 0.407, atom 87 (H): 0.310, atom 88 (H): 0.316, atom 89 (H): 0.317, atom 90 (H): -0.005, atom 91 (C): -0.689, atom 92 (O): -0.370, atom 93 (C): -0.580, atom 94 (C): -0.474, atom 95 (O): -0.346, atom 96 (C): -0.773, atom 97 (H): 0.239, atom 98 (H): 0.288, atom 99 (H): 0.331